Entry 1:
{
  "formula": "C12H11N2O4STa",
  "method": "ωB97M-V/def2-TZVPD",
  "symbols": ["Ta", "O", "S", "O", "O", "O", "C", "N", "C", "C", "C", "C", "C", "N", "C", "C", "C", "C", "C", "C", "H", "H", "H", "H", "H", "H", "H", "H", "H", "H", "H"],
  "positions_angstrom": [[0.83573, 0.26715, -0.04785], [-1.53077, 3.03332, 0.67093], [-0.63609, 2.03384, 0.32052], [0.86251, 2.23711, 0.41491], [-0.65422, 1.37835, -1.02328], [-0.64194, 0.70958, 1.16951], [2.62614, -1.70286, 1.67574], [1.52114, -1.57462, 0.70722], [0.96874, -2.68786, 0.20646], [0.23718, -2.51289, -0.95304], [-0.58255, -3.32436, -1.77971], [-1.07014, -2.50350, -2.78380], [-0.52694, -1.23139, -2.57458], [0.26636, -1.20947, -1.48041], [3.67772, -0.73877, 1.17366], [4.93907, -1.10742, 0.75397], [5.79132, -0.15898, 0.18326], [5.37881, 1.15620, 0.00122], [4.13173, 1.55662, 0.44388], [3.25216, 0.62280, 1.04606], [2.99979, -2.73054, 1.69401], [2.27542, -1.43138, 2.68304], [1.11868, -3.66328, 0.66669], [-0.78180, -4.37106, -1.63261], [-1.73531, -2.77262, -3.58581], [-0.66479, -0.34953, -3.18150], [5.28476, -2.12389, 0.86597], [6.78512, -0.45070, -0.12348], [6.04985, 1.86554, -0.45852], [3.84787, 2.59929, 0.39461], [2.59031, 1.02140, 1.82271]],
  "homo_ev": [-16.37, -16.37],
  "total_charge": 2,
  "e_tot_ha": -1328.9258,
  "e_above_lowest_ev": 0.728,
  "homo_lumo_gap_ev": [6.40, 6.41]
}

=====

Entry 2:
{
  "formula": "C16H15BrIr",
  "method": "ωB97M-V/def2-TZVPD",
  "symbols": ["C", "C", "C", "H", "C", "C", "H", "H", "H", "H", "Ir", "Br", "C", "C", "C", "H", "C", "C", "H", "H", "H", "H", "C", "C", "C", "C", "C", "C", "H", "H", "H", "H", "H"],
  "positions_angstrom": [[-0.97203, -1.31739, -2.70057], [-1.04687, -2.28271, -1.70388], [-1.82997, -1.71099, -0.57431], [-0.75730, -3.32892, -1.75691], [-2.01440, -0.23992, -0.93925], [-1.51145, -0.07684, -2.23986], [-1.56360, 0.83828, -2.81979], [-0.61124, -1.47805, -3.72686], [-2.63235, -2.24478, -0.05256], [-2.66228, 0.45369, -0.38542], [-0.51298, -1.14873, 0.70759], [1.40077, -2.55848, 0.39582], [2.49640, 0.54266, -0.80526], [1.63665, 1.36985, -1.56754], [1.78378, 1.01154, -2.94893], [0.85412, 2.01322, -1.16625], [2.67264, -0.10079, -3.00103], [3.21775, -0.32205, -1.69283], [3.90778, -1.12540, -1.43726], [2.53515, 0.45447, 0.27917], [1.28334, 1.48720, -3.80414], [3.07904, -0.53024, -3.92225], [-0.95699, 1.24130, 4.37227], [-1.94060, 0.49377, 3.70952], [-1.72890, 0.06774, 2.37655], [-0.48210, 0.36022, 1.83313], [0.45840, 1.26542, 2.38119], [0.20089, 1.63881, 3.71858], [-1.11862, 1.51225, 5.42384], [-2.87166, 0.24278, 4.19790], [-2.54584, -0.35805, 1.77706], [1.30743, 1.58804, 1.80610], [0.92501, 2.24207, 4.26617]],
  "homo_ev": [-6.81, -7.70],
  "total_charge": 0,
  "e_tot_ha": -3296.7180,
  "spin_multiplicity": 6,
  "e_above_lowest_ev": 0.000,
  "homo_lumo_gap_ev": [7.29, 5.78]
}

=====

Entry 3:
{
  "formula": "C4O3",
  "method": "ωB97M-V/def2-TZVPD",
  "symbols": ["C", "C", "C", "C", "O", "O", "O"],
  "positions_angstrom": [[-1.79877, -1.15420, -0.10877], [-1.34586, -2.30449, 0.30141], [-1.94037, 0.13619, -0.24366], [2.48831, 0.71797, 0.04369], [-2.05364, 1.28242, -0.24495], [3.41978, 1.37963, 0.19781], [1.58160, 0.07175, -0.23280]],
  "homo_ev": -11.31,
  "total_charge": 0,
  "e_tot_ha": -378.0365,
  "e_above_lowest_ev": 1.528,
  "homo_lumo_gap_ev": 10.49
}

=====

Entry 4:
{
  "formula": "C21H43N2O6S2",
  "method": "ωB97M-V/def2-TZVPD",
  "symbols": ["C", "C", "O", "C", "S", "O", "S", "O", "O", "O", "C", "C", "C", "N", "C", "C", "C", "C", "O", "H", "H", "H", "H", "H", "H", "H", "H", "H", "H", "H", "H", "H", "H", "H", "H", "H", "H", "H", "C", "C", "C", "C", "N", "C", "C", "C", "C", "C", "C", "C", "H", "H", "H", "H", "H", "H", "H", "H", "H", "H", "H", "H", "H", "H", "H", "H", "H", "H", "H", "H", "H", "H", "H", "H"],
  "positions_angstrom": [[-0.88126, -3.38062, -2.54760], [-1.86462, -2.60018, -3.39706], [-1.52089, -1.21547, -3.22844], [-1.38182, -0.40039, -4.32390], [-2.98882, -0.11829, -5.15648], [-0.53970, -0.99716, -5.31071], [0.36103, 0.15872, -5.97084], [-0.45855, 1.00746, -6.75931], [1.53659, -0.44303, -6.46790], [0.65159, 0.86081, -4.58200], [-0.56104, 0.81907, -3.79139], [-1.23853, 2.14494, -3.52431], [-0.25469, 3.30965, -3.40093], [0.09713, 3.52618, -1.98994], [1.37765, 4.22226, -1.79293], [1.37251, 5.73912, -1.91229], [-0.94696, 4.01213, -1.16494], [-2.00390, 4.91724, -1.72765], [-0.96958, 3.69623, -0.00666], [-1.33808, -4.23033, -2.04440], [-0.54861, -2.71013, -1.75300], [0.01173, -3.69540, -3.08164], [-1.86391, -2.89850, -4.44204], [-2.87841, -2.74475, -3.02487], [-3.48321, 0.73948, -4.26259], [-0.21452, 0.45861, -2.82451], [-2.00418, 2.38214, -4.26349], [-1.75384, 2.01389, -2.57118], [0.67145, 3.10278, -3.92751], [-0.68672, 4.18644, -3.88879], [1.77894, 3.93671, -0.82094], [2.06421, 3.82339, -2.53874], [0.64545, 6.21484, -1.25584], [1.21162, 6.07552, -2.93603], [2.35212, 6.10993, -1.61070], [-2.41946, 4.54386, -2.66087], [-1.59240, 5.90481, -1.93175], [-2.80245, 4.99606, -0.99777], [2.64327, -4.12722, 2.49455], [1.58035, -4.39418, 3.55649], [0.22299, -3.72438, 3.29047], [0.18388, -2.31126, 2.71255], [0.54357, -1.10855, 3.57453], [-0.66515, -0.54620, 4.27711], [-0.86610, -1.44227, 5.49086], [0.55484, -1.90785, 5.87718], [1.45315, -1.42913, 4.73495], [1.20462, -0.04893, 2.71893], [0.34181, 0.63573, 1.67002], [-0.03752, -0.15824, 0.41919], [2.86199, -3.06234, 2.37729], [3.57869, -4.61419, 2.76491], [2.33800, -4.51353, 1.52074], [1.96598, -4.12932, 4.54252], [1.39995, -5.46856, 3.60901], [-0.41805, -3.81568, 4.16656], [-0.27755, -4.31721, 2.51948], [-0.82907, -2.11706, 2.36987], [0.83007, -2.26582, 1.84033], [-0.40533, 0.47088, 4.56905], [-1.50974, -0.52125, 3.59552], [-1.49769, -2.29132, 5.23523], [-1.36877, -0.90842, 6.29321], [0.59450, -2.98653, 6.00955], [0.88603, -1.46451, 6.81325], [2.22974, -2.11344, 4.41447], [1.92970, -0.49051, 5.00831], [2.07841, -0.52161, 2.26816], [1.55564, 0.70574, 3.42092], [0.93258, 1.49564, 1.34874], [-0.55227, 1.05617, 2.13314], [0.81368, -0.71005, 0.01483], [-0.37645, 0.53472, -0.35008], [-0.85559, -0.85732, 0.59009]],
  "homo_ev": -11.31,
  "total_charge": 1,
  "e_tot_ha": -2183.0229,
  "homo_lumo_gap_ev": 9.11
}

=====

Number 1: molecular weight 460.24 g mol⁻¹. Number 2: molecular weight 479.42 g mol⁻¹. Number 3: molecular weight 96.04 g mol⁻¹. Number 4: molecular weight 483.72 g mol⁻¹.